{
  "formula": "C43H37AlAs2N2O2",
  "method": "ωB97M-V with the def2-TZVPD basis set",
  "symbols": ["Al", "C", "O", "C", "C", "C", "C", "C", "C", "N", "N", "C", "C", "O", "C", "C", "C", "C", "C", "C", "C", "C", "H", "H", "H", "H", "H", "H", "H", "H", "H", "H", "H", "H", "H", "C", "C", "As", "C", "C", "C", "C", "C", "C", "C", "C", "C", "C", "C", "C", "As", "C", "C", "C", "C", "C", "C", "C", "C", "C", "C", "C", "C", "H", "H", "H", "H", "H", "H", "H", "H", "H", "H", "H", "H", "H", "H", "H", "H", "H", "H", "H", "H", "H", "H", "H", "H"],
  "coordinates": [[0.61739, 0.12324, 0.22461], [2.13991, 0.37128, -2.41624], [1.38903, -0.40236, -1.47594], [1.37601, -1.80273, -1.68720], [2.03733, -2.46427, -2.70028], [1.95128, -3.85327, -2.76114], [1.22234, -4.56833, -1.82375], [0.56661, -3.90777, -0.80033], [0.64142, -2.51859, -0.72995], [0.07554, -1.71634, 0.25495], [-0.67763, -2.32091, 1.12335], [-1.27883, -1.69377, 2.12132], [-1.21397, -0.28368, 2.33465], [-0.45063, 0.44341, 1.53513], [-1.91945, 0.31169, 3.38336], [-2.63034, -0.46566, 4.26353], [-2.68056, -1.87000, 4.14224], [-3.35052, -2.65599, 5.10140], [-3.37387, -4.02302, 4.98287], [-2.76456, -4.63957, 3.88607], [-2.10756, -3.89437, 2.92987], [-2.03058, -2.50555, 3.05104], [3.19227, 0.07657, -2.38502], [1.74388, 0.23379, -3.42578], [2.04572, 1.42514, -2.12699], [2.63775, -1.94268, -3.42831], [2.47169, -4.37941, -3.54531], [1.16156, -5.64360, -1.88271], [0.01174, -4.43566, -0.04180], [-1.87477, 1.38511, 3.49902], [-3.15327, -0.00157, 5.08853], [-3.83245, -2.16223, 5.93269], [-3.86559, -4.62276, 5.73259], [-2.79918, -5.71391, 3.79469], [-1.63476, -4.36994, 2.08513], [2.39852, 2.96875, 0.73412], [2.67119, 2.18637, 2.01766], [2.63419, 0.24831, 1.69661], [4.38563, -0.27437, 1.02287], [4.43058, -1.31969, 0.10222], [5.64455, -1.76223, -0.39147], [6.82187, -1.18169, 0.05186], [6.78489, -0.15504, 0.98227], [5.56971, 0.30996, 1.45360], [2.48489, -0.48001, 3.49342], [3.30613, -1.51318, 3.93356], [3.17208, -1.99599, 5.22537], [2.20734, -1.46995, 6.06897], [1.36527, -0.46477, 5.62216], [1.50695, 0.03479, 4.33981], [0.60072, 2.66288, -0.03199], [0.58234, 3.98657, -1.47341], [0.20218, 3.60718, -2.75622], [0.13122, 4.55206, -3.76601], [0.43439, 5.87563, -3.49317], [0.80220, 6.26016, -2.21296], [0.87168, 5.31932, -1.20100], [-0.69265, 3.40412, 1.22126], [-0.36160, 4.30669, 2.22247], [-1.33569, 4.75334, 3.10166], [-2.63727, 4.29294, 2.99108], [-2.97801, 3.40565, 1.98147], [-2.01075, 2.97143, 1.09205], [3.12524, 2.68978, -0.04332], [2.53364, 4.04214, 0.91082], [1.90415, 2.42100, 2.76371], [3.64149, 2.47280, 2.44576], [3.50325, -1.79362, -0.21196], [5.67541, -2.56358, -1.11222], [7.76882, -1.53232, -0.32377], [7.69927, 0.27783, 1.35776], [5.54429, 1.13300, 2.15810], [4.05612, -1.93044, 3.26818], [3.82556, -2.78155, 5.57242], [2.11423, -1.84141, 7.07676], [0.60405, -0.06527, 6.27547], [0.85371, 0.83239, 4.00140], [-0.05503, 2.56858, -2.95420], [-0.16819, 4.25758, -4.76010], [0.37266, 6.61269, -4.27718], [1.02649, 7.29460, -2.00130], [1.13894, 5.62805, -0.19600], [0.65671, 4.66745, 2.32398], [-1.07606, 5.45764, 3.87657], [-3.38730, 4.62755, 3.69039], [-3.99356, 3.04911, 1.89590], [-2.26648, 2.27408, 0.29607]],
  "orbital_gap_ev": 6.3500,
  "charge": 2,
  "largest_force_ev_per_a": 1.71
}

{
  "formula": "C43H37As3NO6RuS",
  "method": "ωB97M-V with the def2-TZVPD basis set",
  "symbols": ["Ru", "C", "C", "As", "C", "C", "C", "C", "C", "C", "C", "C", "C", "C", "C", "C", "As", "C", "C", "C", "C", "C", "C", "C", "C", "C", "C", "C", "C", "H", "H", "H", "H", "H", "H", "H", "H", "H", "H", "H", "H", "H", "H", "H", "H", "H", "H", "H", "H", "H", "H", "H", "H", "C", "C", "C", "C", "N", "C", "C", "C", "C", "C", "C", "C", "H", "H", "H", "H", "H", "H", "H", "H", "O", "As", "O", "O", "C", "C", "C", "C", "C", "C", "S", "O", "O", "O", "H", "H", "H", "H", "H"],
  "coordinates": [[-0.26768, -0.21520, -0.91057], [-0.02582, -1.23337, 2.93746], [-1.25252, -0.32618, 2.94353], [-2.06972, -0.16780, 1.16683], [-3.41339, 1.17311, 1.52386], [-2.99399, 2.44035, 1.91292], [-3.92742, 3.44413, 2.11776], [-5.27712, 3.18523, 1.92742], [-5.69316, 1.92379, 1.52689], [-4.76271, 0.91538, 1.31995], [-3.10063, -1.79699, 1.00139], [-3.69482, -2.42870, 2.09071], [-4.42712, -3.59117, 1.90455], [-4.57536, -4.12313, 0.62941], [-3.99341, -3.49265, -0.45969], [-3.25308, -2.33181, -0.27508], [1.29421, -0.48818, 1.68862], [2.80644, -1.67538, 1.90567], [3.98817, -1.31496, 1.26110], [5.10183, -2.13633, 1.32867], [5.03923, -3.33356, 2.02979], [3.86319, -3.70256, 2.66402], [2.74817, -2.87575, 2.60291], [1.85158, 1.07370, 2.70153], [1.38664, 2.31052, 2.26078], [1.71177, 3.46509, 2.96275], [2.50894, 3.38630, 4.09476], [2.98346, 2.15449, 4.52935], [2.65459, 0.99935, 3.83629], [-0.28634, -2.24004, 2.60039], [0.41822, -1.30401, 3.93203], [-0.97898, 0.68951, 3.23968], [-2.01557, -0.66807, 3.64343], [-1.93858, 2.66424, 2.02441], [-3.59699, 4.43347, 2.40503], [-6.00491, 3.97176, 2.07890], [-6.74462, 1.72406, 1.36555], [-5.09177, -0.06392, 0.99525], [-3.59999, -2.01300, 3.08653], [-4.88701, -4.07988, 2.75384], [-5.14934, -5.02951, 0.48636], [-4.11122, -3.90019, -1.45503], [-2.80367, -1.84590, -1.13636], [4.03780, -0.38607, 0.70191], [6.01672, -1.84671, 0.82757], [5.90662, -3.97918, 2.07837], [3.81011, -4.63676, 3.20840], [1.83621, -3.17921, 3.10166], [0.77997, 2.37817, 1.36254], [1.34660, 4.42409, 2.61797], [2.76765, 4.28589, 4.63837], [3.61147, 2.09592, 5.40925], [3.03078, 0.03910, 4.17135], [3.19519, 1.64539, -3.33087], [3.88573, 0.51867, -3.75027], [3.54113, -0.71698, -3.23601], [2.50203, -0.81156, -2.31416], [1.82736, 0.28671, -1.93236], [2.16952, 1.48043, -2.42098], [2.05884, -2.08796, -1.70779], [2.84610, -3.23727, -1.76020], [2.40839, -4.40841, -1.16415], [1.17789, -4.43886, -0.52233], [0.39713, -3.29078, -0.46509], [0.82752, -2.10153, -1.04849], [3.43095, 2.63078, -3.70668], [4.68195, 0.60119, -4.47880], [4.05280, -1.60911, -3.56489], [1.58920, 2.31812, -2.06164], [3.81496, -3.22490, -2.24416], [3.02730, -5.29565, -1.19685], [0.83214, -5.35622, -0.06074], [-0.56095, -3.33772, 0.04649], [-3.58799, 0.63894, -3.52793], [-1.92729, 0.36823, -3.97404], [-1.82577, -0.36633, -5.41245], [-1.20886, -0.47016, -2.66308], [-1.03496, 2.09762, -4.06339], [-0.51717, 2.36486, -5.32774], [0.16634, 3.54600, -5.58011], [0.33310, 4.48027, -4.57072], [-0.17912, 4.23017, -3.30618], [-0.85290, 3.04308, -3.05178], [-1.38508, 2.78981, -1.37329], [-0.23511, 2.03426, -0.75533], [-1.52918, 4.07862, -0.75944], [-2.56809, 1.94964, -1.42502], [-3.58777, 1.15563, -2.70303], [-0.66482, 1.62319, -6.10347], [0.55920, 3.73784, -6.57025], [0.85264, 5.40961, -4.76571], [-0.07580, 4.95289, -2.50807]],
  "orbital_gap_ev": [7.2525, 7.3044],
  "e_above_lowest_ev": 0.000,
  "multiplicity": 6,
  "largest_force_ev_per_a": 0.33
}

{
  "formula": "C43H37Cl2N5O3TaTe",
  "method": "ωB97M-V with the def2-TZVPD basis set",
  "symbols": ["Ta", "Cl", "C", "C", "C", "N", "C", "O", "C", "C", "C", "C", "C", "N", "C", "C", "C", "Cl", "N", "C", "O", "C", "C", "C", "C", "C", "N", "H", "H", "H", "H", "H", "H", "H", "H", "H", "H", "C", "C", "C", "C", "C", "C", "Te", "N", "C", "O", "C", "C", "C", "C", "C", "C", "C", "C", "C", "C", "C", "C", "C", "C", "C", "C", "C", "C", "H", "H", "H", "H", "H", "H", "H", "H", "H", "H", "H", "H", "H", "H", "H", "H", "H", "H", "H", "H", "H", "H", "H", "H", "H", "H", "H"],
  "coordinates": [[-0.64895, 2.01510, 2.26929], [-3.67596, 7.01178, 6.09421], [-2.61307, 6.21231, 5.00420], [-2.85890, 4.89468, 4.67135], [-2.03268, 4.24482, 3.76459], [-2.21705, 2.94105, 3.22684], [-3.35720, 2.20582, 3.63162], [-3.80684, 2.16180, 4.73818], [-3.99452, 1.57391, 2.44350], [-5.35677, 1.35769, 2.41459], [-5.92323, 0.93053, 1.22094], [-5.09554, 0.71543, 0.13056], [-3.73453, 0.93772, 0.26487], [-3.18916, 1.37542, 1.39906], [-0.94427, 4.89373, 3.22158], [-0.67702, 6.20588, 3.57890], [-1.51594, 6.86914, 4.45554], [-1.18042, 8.50989, 4.84280], [-0.17084, 4.06495, 2.35577], [0.79217, 4.65726, 1.55759], [0.83108, 5.79924, 1.18390], [1.85655, 3.68905, 1.20625], [2.98045, 4.09822, 0.52066], [3.99770, 3.17947, 0.31548], [3.86032, 1.90050, 0.83729], [2.70058, 1.57127, 1.50497], [1.69590, 2.44666, 1.66920], [-3.69552, 4.38887, 5.12553], [-5.94249, 1.54593, 3.30395], [-6.99164, 0.77603, 1.14633], [-5.49529, 0.38334, -0.81770], [-3.05882, 0.77484, -0.56764], [0.16141, 6.73989, 3.16203], [3.03684, 5.12191, 0.17838], [4.88971, 3.46046, -0.22884], [4.64535, 1.16463, 0.72874], [2.55860, 0.59182, 1.94047], [6.08852, -4.76833, -2.37526], [4.73925, -4.21962, -2.00301], [3.61836, -4.47677, -2.78484], [2.37778, -3.94183, -2.48116], [1.19209, -4.28546, -3.35627], [2.27400, -3.09268, -1.36263], [0.27506, -2.47832, -1.07486], [0.34440, -0.95972, 0.25298], [-0.40715, -1.01394, 1.27022], [-0.59034, 0.15310, 1.95350], [-1.12483, -2.18599, 1.82576], [-0.38979, -3.32849, 2.13965], [-1.04298, -4.48227, 2.54485], [-2.43132, -4.50538, 2.60357], [-3.16347, -3.37329, 2.27022], [-2.51455, -2.20579, 1.89757], [-0.03037, -1.13935, -2.65767], [-1.21028, -1.34123, -3.39325], [-2.20181, -2.44867, -3.10465], [-1.47617, -0.47539, -4.44707], [-0.62158, 0.56942, -4.77164], [-0.90208, 1.47619, -5.93807], [0.51092, 0.76668, -3.98576], [0.83397, -0.06269, -2.92273], [2.05913, 0.27248, -2.10762], [3.36448, -2.85182, -0.52343], [3.32135, -2.04560, 0.75205], [4.58151, -3.42609, -0.87498], [6.00324, -5.63160, -3.03253], [6.65705, -5.05223, -1.49018], [6.66527, -4.00341, -2.90020], [3.71095, -5.11883, -3.65360], [1.48568, -4.96985, -4.14877], [0.77277, -3.39620, -3.83509], [0.40117, -4.78404, -2.78435], [0.69489, -3.29931, 2.11002], [-0.46981, -5.36183, 2.80625], [-2.94172, -5.40728, 2.91568], [-4.24529, -3.40233, 2.29344], [-3.08680, -1.32240, 1.64185], [-2.39730, -2.56811, -2.03872], [-1.85203, -3.40903, -3.49235], [-3.15289, -2.23415, -3.58646], [-2.37719, -0.62591, -5.03158], [-1.86266, 1.25388, -6.39855], [-0.12548, 1.36249, -6.69632], [-0.89896, 2.52120, -5.62593], [1.17333, 1.59464, -4.21834], [2.80902, 0.75125, -2.73616], [2.50773, -0.60568, -1.65020], [1.79462, 0.96519, -1.30650], [2.43925, -1.41810, 0.81919], [4.20762, -1.41302, 0.81395], [3.34710, -2.71601, 1.61442], [5.43637, -3.24948, -0.22936]],
  "orbital_gap_ev": [6.0223, 5.7671],
  "e_above_lowest_ev": 0.904,
  "multiplicity": 2,
  "charge": 2,
  "largest_force_ev_per_a": 3.36
}

{
  "formula": "C43H37ClCrF10N4PSSi",
  "method": "ωB97M-V with the def2-TZVPD basis set",
  "symbols": ["Cr", "C", "N", "C", "C", "N", "C", "C", "F", "C", "F", "C", "F", "C", "F", "C", "F", "C", "C", "N", "C", "C", "F", "C", "F", "C", "F", "C", "F", "C", "F", "H", "H", "H", "H", "H", "H", "H", "H", "H", "H", "H", "Cl", "C", "C", "C", "C", "C", "C", "P", "C", "C", "C", "C", "C", "C", "C", "C", "C", "C", "C", "C", "H", "H", "H", "H", "H", "H", "H", "H", "H", "H", "H", "H", "H", "H", "C", "Si", "C", "C", "C", "C", "C", "C", "N", "C", "S", "H", "H", "H", "H", "H", "H", "H", "H", "H", "H", "H", "H"],
  "coordinates": [[1.15679, -0.97450, -0.00142], [1.71682, -3.57226, 1.78773], [2.22533, -2.77070, 0.67770], [3.56178, -2.30791, 1.05207], [4.08887, -1.29237, 0.02933], [3.00616, -0.83540, -0.81249], [3.45022, -0.16894, -1.92547], [3.48455, -0.76483, -3.19686], [3.05602, -2.03269, -3.32397], [3.95053, -0.09548, -4.31599], [4.00112, -0.71220, -5.50226], [4.39759, 1.21793, -4.20091], [4.82639, 1.87884, -5.28163], [4.39022, 1.83964, -2.95597], [4.80194, 3.10886, -2.83472], [3.94400, 1.14084, -1.84826], [3.93798, 1.74139, -0.64008], [2.31727, -3.59518, -0.53952], [0.96108, -3.64714, -1.22961], [0.52054, -2.27201, -1.40015], [-0.29814, -2.01160, -2.43324], [-1.37875, -2.82077, -2.87643], [-1.64635, -3.97705, -2.22375], [-2.23956, -2.41814, -3.88349], [-3.30417, -3.17106, -4.19356], [-2.02631, -1.22568, -4.57481], [-2.87532, -0.82259, -5.53361], [-0.92449, -0.44365, -4.23595], [-0.62430, 0.64907, -4.95063], [-0.12296, -0.82752, -3.18550], [0.94340, -0.05569, -2.86359], [2.39874, -4.40497, 2.01019], [1.61234, -2.95266, 2.67881], [0.73975, -3.98603, 1.55442], [4.24494, -3.16629, 1.12368], [3.49446, -1.85301, 2.04326], [4.84801, -1.77585, -0.60501], [4.59143, -0.46609, 0.56133], [2.67612, -4.60595, -0.30541], [3.01250, -3.11481, -1.22217], [0.27865, -4.26705, -0.62919], [1.06682, -4.14065, -2.20562], [2.18466, 0.38579, 1.66702], [1.86893, 2.05512, 1.44917], [2.63463, 2.99667, 2.10873], [2.33178, 4.33937, 1.95590], [1.25301, 4.71902, 1.17742], [0.50781, 3.76858, 0.50592], [0.80690, 2.41451, 0.62255], [-0.02112, 1.13446, -0.40016], [-1.80379, 1.10174, 0.00375], [-2.49328, -0.03444, -0.40953], [-3.85787, -0.13441, -0.21562], [-4.54890, 0.92525, 0.34343], [-3.87010, 2.06877, 0.73356], [-2.49811, 2.15581, 0.58178], [-0.19347, 2.18004, -1.90830], [-1.39346, 2.30974, -2.59929], [-1.47592, 3.15485, -3.69316], [-0.36377, 3.85857, -4.12010], [0.84373, 3.70774, -3.45745], [0.92795, 2.87228, -2.36127], [3.46337, 2.68714, 2.72377], [2.94987, 5.08424, 2.43240], [0.99186, 5.76115, 1.07810], [-0.30865, 4.07794, -0.12928], [-1.94896, -0.84290, -0.87877], [-4.37144, -1.03989, -0.49966], [-5.61805, 0.86472, 0.47119], [-4.40870, 2.89731, 1.16691], [-1.96710, 3.02769, 0.93208], [-2.27310, 1.76035, -2.29293], [-2.41726, 3.25503, -4.21110], [-0.43170, 4.51170, -4.97609], [1.72133, 4.24519, -3.78612], [1.86181, 2.76026, -1.83088], [-3.53087, 1.42268, 4.16508], [-2.69685, -0.19292, 4.74730], [-4.08581, -1.15308, 5.64717], [-1.30811, 0.07233, 6.03056], [-2.08775, -1.24907, 3.28107], [-2.62040, -2.48028, 3.00091], [-2.20210, -3.15543, 1.85271], [-1.23684, -2.57850, 1.06840], [-0.62197, -1.41269, 1.33089], [-1.09062, -0.73214, 2.41016], [-0.55404, 0.83316, 2.75424], [-4.02866, 1.91389, 4.99604], [-4.27981, 1.21567, 3.40548], [-2.81834, 2.12134, 3.74209], [-4.46133, -0.53597, 6.45739], [-3.74335, -2.08575, 6.08403], [-4.92540, -1.37301, 4.99472], [-1.66684, 0.68708, 6.85010], [-0.44641, 0.56806, 5.59763], [-0.97578, -0.87303, 6.45136], [-3.37292, -2.90954, 3.64503], [-2.62736, -4.10606, 1.57162], [-0.96335, -3.05396, 0.14485]],
  "orbital_gap_ev": [5.7213, 6.5923],
  "multiplicity": 2,
  "largest_force_ev_per_a": 2.42
}